No. 1
The following is a DFT calculation (ωB97M-V with the def2-TZVPD basis set) of one molecule with the formula C2H3NOS2.

Values from the calculation:
F_max = 4.28 eV/A
relative energy (zero: lowest compared OMol25 entry of this formula, charge and spin) = 308.9 kJ/mol
HOMO level = -8.91 eV
SMILES = O=CCn1ss1
E_tot = -27327.5751 eV
gap between HOMO and LUMO = 8.429 eV
lowest unoccupied orbital energy = -0.480 eV

```
! RIJCOSX wB97M-V def2-TZVPD def2/J DEFGRID3
* xyz 0 1
C -0.283 0.541 -0.065
C -1.108 -0.648 -0.023
N 0.947 0.314 0.620
O -2.300 -0.761 -0.205
S 2.377 0.831 -0.151
S 2.009 -1.124 0.078
H -0.789 1.506 0.509
H -0.516 -1.557 0.289
H -0.338 0.896 -1.052
*
```



No. 2
The following is a DFT calculation (ωB97M-V with the def2-TZVPD basis set) of a 2-piece molecular cluster, C3H10NO3S overall.

Values from the calculation:
F_max = 1.55 eV/A
relative energy (zero: lowest compared OMol25 entry of this formula, charge and spin) = 43.4 kJ/mol
HOMO level = -13.02 eV
E_tot = -21734.8379 eV
gap between HOMO and LUMO = 9.765 eV
lowest unoccupied orbital energy = -3.258 eV

```
! RIJCOSX wB97M-V def2-TZVPD def2/J DEFGRID3
* xyz 1 1
O -0.846 1.966 -0.619
C -0.898 1.287 0.366
O -1.805 1.302 1.316
C 0.249 0.338 0.779
C 0.003 -1.149 0.592
S -0.420 -2.048 2.098
N 1.383 0.741 -0.203
H -2.568 1.904 1.233
H 0.579 0.582 1.786
H -0.585 -1.395 -0.276
H 0.951 -1.618 0.309
H -1.602 -1.455 2.331
H 1.070 1.570 -0.736
H 2.208 0.965 0.342
H 1.521 -0.056 -0.827
H -0.517 -0.932 -2.750
H 0.876 -1.033 -3.291
O 0.401 -0.968 -2.448
*
```



No. 3
The following is a DFT calculation (ωB97M-V with the def2-TZVPD basis set) of a 2-piece molecular cluster, C2H5F2NO2S overall.

Values from the calculation:
F_max = 6.77 eV/A
relative energy (zero: lowest compared OMol25 entry of this formula, charge and spin) = 442.4 kJ/mol
HOMO level (alpha / beta) = -9.27 / -10.11 eV
E_tot = -24005.0683 eV
gap between HOMO and LUMO (alpha / beta) = 7.868 / 9.859 eV
lowest unoccupied orbital energy (alpha / beta) = -1.405 / -0.249 eV

```
! RIJCOSX wB97M-V def2-TZVPD def2/J DEFGRID3
* xyz 0 1
C -1.995 0.629 -1.170
C 0.486 1.006 0.053
N 0.786 -1.365 1.488
O 2.466 -0.785 -0.212
O 0.203 -1.327 -0.946
F 0.395 1.388 1.381
F 1.248 1.886 -0.636
S 1.063 -0.674 -0.013
H -1.915 1.544 -0.585
H -1.725 0.620 -2.287
H -2.031 -0.385 -0.722
H 1.229 -0.867 2.134
H -0.211 -1.670 1.516
*
```



No. 4
The following is a DFT calculation (ωB97M-V with the def2-TZVPD basis set) of one molecule with the formula C5H7F.

Values from the calculation:
F_max = 2.29 eV/A
relative energy (zero: lowest compared OMol25 entry of this formula, charge and spin) = 0.0 kJ/mol
HOMO level = -9.75 eV
SMILES = F[C@@H]1C=CCC1
E_tot = -8015.2109 eV
gap between HOMO and LUMO = 10.888 eV
lowest unoccupied orbital energy = 1.141 eV

```
! RIJCOSX wB97M-V def2-TZVPD def2/J DEFGRID3
* xyz 0 1
C 0.389 0.739 -0.887
C 0.633 0.718 0.656
C -0.361 -0.313 1.125
C -0.662 -1.148 -0.105
C -0.173 -0.622 -1.224
H 1.314 0.895 -1.492
H 0.453 1.694 1.101
H 1.682 0.391 0.853
H -1.305 0.047 1.541
H 0.005 -1.021 1.897
H -1.080 -2.148 0.008
H -0.366 -0.907 -2.243
F -0.531 1.674 -1.231
*
```



No. 5
The following is a DFT calculation (ωB97M-V with the def2-TZVPD basis set) of a 2-piece molecular cluster, C5H7N overall.

Values from the calculation:
F_max = 1.09 eV/A
relative energy (zero: lowest compared OMol25 entry of this formula, charge and spin) = 583.8 kJ/mol
HOMO level (alpha / beta) = -7.60 / -7.60 eV
E_tot = -6782.4624 eV
gap between HOMO and LUMO (alpha / beta) = 6.786 / 6.786 eV
lowest unoccupied orbital energy (alpha / beta) = -0.812 / -0.812 eV

```
! RIJCOSX wB97M-V def2-TZVPD def2/J DEFGRID3
* xyz 0 1
N -0.951 0.781 2.264
C -0.756 -0.276 1.800
C -0.436 -1.411 1.055
C 0.754 0.233 -0.306
C -0.012 1.445 -0.290
C 0.507 -0.218 -1.579
H -1.347 -1.826 0.586
H 0.116 -2.149 1.642
H 1.808 0.480 -0.138
H 0.570 2.331 -0.048
H -1.023 1.660 -0.628
H -0.464 -0.659 -1.791
H 1.339 -0.407 -2.253
*
```



No. 6
The following is a DFT calculation (ωB97M-V with the def2-TZVPD basis set) of a 2-piece molecular cluster, C2H8O3 overall.

Values from the calculation:
F_max = 1.66 eV/A
relative energy (zero: lowest compared OMol25 entry of this formula, charge and spin) = 52.6 kJ/mol
HOMO level = -10.16 eV
SMILES = OCCO.O
E_tot = -8345.4566 eV
gap between HOMO and LUMO = 10.817 eV
lowest unoccupied orbital energy = 0.661 eV

```
! RIJCOSX wB97M-V def2-TZVPD def2/J DEFGRID3
* xyz 0 1
O 1.324 -2.932 -3.020
H 1.979 -3.621 -2.764
H 1.121 -3.122 -3.964
O -0.385 0.220 -0.317
O 0.262 2.509 1.016
C -0.580 0.231 1.058
C -0.777 1.683 1.559
H 0.295 -0.466 -0.480
H 0.268 2.335 0.051
H -1.431 -0.425 1.324
H 0.330 -0.193 1.523
H -0.631 1.666 2.656
H -1.776 2.115 1.358
*
```



No. 7
The following is a DFT calculation (ωB97M-V with the def2-TZVPD basis set) of a 2-piece molecular cluster, C3H12NO2 overall.

Values from the calculation:
F_max = 5.91 eV/A
relative energy (zero: lowest compared OMol25 entry of this formula, charge and spin) = 217.9 kJ/mol
HOMO level = -13.94 eV
E_tot = -8882.6163 eV
gap between HOMO and LUMO = 10.342 eV
lowest unoccupied orbital energy = -3.603 eV

```
! RIJCOSX wB97M-V def2-TZVPD def2/J DEFGRID3
* xyz 1 1
C -0.178 0.459 -0.338
C -0.782 -0.936 -0.681
C -1.777 -0.831 -1.854
O -2.783 -1.799 -1.753
N 0.973 0.291 0.753
H 0.391 0.455 -1.170
H -0.618 1.369 -0.258
H -1.366 -1.334 0.107
H -0.097 -1.659 -0.916
H -1.205 -1.092 -2.695
H -2.065 0.142 -1.991
H -2.965 -1.838 -0.788
H 1.684 -0.371 0.497
H 1.545 1.178 0.876
H 0.679 0.061 1.715
H 2.521 2.301 3.454
H 3.454 1.650 2.450
O 2.586 1.954 2.591
*
```



No. 8
The following is a DFT calculation (ωB97M-V with the def2-TZVPD basis set) of C6H11NO as an isolated structure.

Values from the calculation:
F_max = 5.39 eV/A
relative energy (zero: lowest compared OMol25 entry of this formula, charge and spin) = 502.3 kJ/mol
HOMO level = -8.04 eV
E_tot = -9933.2480 eV
gap between HOMO and LUMO = 8.946 eV
lowest unoccupied orbital energy = 0.911 eV

```
! RIJCOSX wB97M-V def2-TZVPD def2/J DEFGRID3
* xyz 0 1
O 0.893 1.950 -2.107
C 0.456 0.665 -2.614
C -0.289 -0.257 -1.965
C -0.818 0.322 -0.716
C -0.219 -0.161 0.652
C -1.024 -0.401 1.737
N -0.488 -0.835 3.005
C 1.322 -0.223 0.550
H 0.842 0.595 -3.616
H 1.222 1.047 -1.641
H -0.874 -1.062 -2.444
H -0.600 1.373 -0.566
H -1.943 0.180 -0.445
H -2.036 0.110 1.670
H -1.129 -0.688 3.786
H -0.259 -1.828 3.136
H 1.701 0.749 0.795
H 1.521 -0.547 -0.498
H 1.722 -0.988 1.281
*
```